80
Properties=species:S:1:pos:R:3:forces:R:3 method="wB97M-V/def2-TZVPD" total_charge=+4 orbital_gap_ev="3.395 / 3.500"
C -1.2517 5.7909 -2.5442 0.5 0.7 0.4
C -1.5555 4.5406 -3.1131 -0.4 -0.7 -0.3
C -1.7225 4.4518 -4.5114 0.4 0.2 -0.7
C -1.3330 5.5528 -5.2930 0.0 -0.6 0.3
N -0.9198 6.6937 -4.7368 -0.3 0.2 0.0
C -0.9033 6.8430 -3.4078 0.0 -0.6 0.3
C -1.5959 3.3310 -2.2965 2.2 2.1 0.0
C -0.9275 2.5875 -1.4724 2.8 0.9 -0.1
C 0.0091 1.7909 -0.7653 -0.7 0.8 -0.6
C 0.7627 2.2274 0.3568 0.1 0.5 1.1
C 1.4875 1.3473 1.1075 -0.6 0.3 -0.1
C 1.2435 -0.1226 0.9971 -0.6 -0.3 0.2
C 0.4506 -0.5050 -0.1760 -1.1 0.6 -0.5
C 0.0786 0.4119 -1.1086 0.0 -1.7 -0.5
Pb -2.8646 1.6582 -1.6273 -4.0 -1.2 0.9
P 2.7359 -1.2186 0.6980 1.6 -0.3 0.2
H -2.0432 3.5296 -4.9924 0.1 0.2 0.1
H -1.1991 5.9378 -1.4630 -0.1 -0.1 -0.4
H -1.3185 5.4888 -6.3951 -0.1 0.1 0.7
H -0.5686 7.8140 -3.0097 -0.3 -0.5 -0.2
H -0.2784 0.0890 -2.1004 0.0 0.2 0.6
H 0.6939 3.2923 0.5963 0.5 -0.4 0.0
H 0.0934 -1.5397 -0.2181 0.7 0.4 -0.4
H 2.1703 1.7120 1.8755 -0.2 -0.1 -0.1
C 2.4396 -2.8475 1.4161 -0.6 -0.1 0.5
C 3.2932 -4.0565 1.0035 0.2 -0.1 -0.4
H 1.3760 -3.0809 1.2692 0.1 0.1 0.1
H 2.5417 -2.6796 2.4973 0.0 0.1 -0.1
H 3.3276 -4.7532 1.8531 0.0 0.2 -0.3
H 2.8423 -4.5936 0.1534 0.3 0.3 0.3
H 4.3244 -3.7816 0.7530 -0.2 -0.2 0.1
C 3.1342 -1.3231 -1.0664 -0.4 -0.2 -0.2
C 3.4224 0.0058 -1.7782 0.2 0.0 -0.1
H 2.3218 -1.8840 -1.5505 0.3 0.0 0.0
H 4.0365 -1.9590 -1.0963 -0.3 0.1 0.1
H 3.5221 -0.1914 -2.8542 0.0 0.1 0.3
H 2.6225 0.7501 -1.6571 0.3 -0.2 0.0
H 4.3742 0.4349 -1.4344 -0.3 0.0 -0.2
C 4.1544 -0.4046 1.4264 -0.1 0.4 0.3
C 5.4117 -1.2717 1.5396 0.5 -0.3 0.0
H 3.8156 -0.0206 2.3998 0.3 -0.1 -0.1
H 4.3699 0.4564 0.7752 -0.2 -0.1 0.3
H 6.2316 -0.6422 1.9059 -0.2 -0.1 -0.1
H 5.3105 -2.1084 2.2415 -0.1 0.3 -0.1
H 5.7417 -1.6823 0.5726 -0.2 0.2 0.2
Br 0.1675 -0.7258 2.6588 0.9 0.5 -1.1
P -2.9979 -2.8005 -1.2179 2.5 1.6 1.4
C -1.2418 -3.3955 -1.1111 0.0 -1.0 -0.2
C -1.0325 -4.8800 -1.4250 0.2 -0.4 -0.1
H -0.9052 -3.2027 -0.0813 -0.4 -0.1 -0.1
H -0.6238 -2.7757 -1.7797 -0.4 -0.1 -0.1
H 0.0364 -5.1214 -1.3574 -0.3 0.0 0.0
H -1.5648 -5.5165 -0.7079 0.1 0.1 -0.2
H -1.3674 -5.1386 -2.4357 0.1 0.1 0.2
C -3.2391 -2.0695 0.4637 -1.0 -0.1 0.2
C -4.0604 -3.0269 1.3383 -0.2 0.0 0.4
H -3.7656 -1.1076 0.3669 0.0 -0.3 -0.1
H -2.2633 -1.8562 0.9309 -0.1 -0.2 -0.5
H -4.0942 -2.6741 2.3775 0.0 -0.1 -0.3
H -5.0887 -3.0866 0.9681 0.2 -0.1 0.1
H -3.6337 -4.0339 1.3349 0.0 0.1 0.1
C -2.8853 -1.3528 -2.3211 -1.4 -0.4 -0.5
C -3.1302 -1.6797 -3.7888 0.0 -0.1 -0.6
H -1.9037 -0.8769 -2.1767 -0.3 -0.4 0.3
H -3.7065 -0.7134 -1.9473 0.3 -0.4 -0.2
H -3.2676 -0.7595 -4.3718 0.0 -0.2 0.1
H -2.2885 -2.2262 -4.2289 -0.2 0.1 0.1
H -4.0389 -2.2864 -3.9063 0.3 0.2 -0.1
C 0.0675 2.6616 4.2840 0.1 0.0 0.2
N -1.2390 2.2140 4.7154 -0.7 -0.5 -1.2
C -1.3412 1.6921 6.0702 -0.1 0.1 0.4
C -2.2330 1.9472 3.8153 0.3 0.2 0.8
O -2.1474 2.0294 2.5878 0.2 0.0 0.1
H 0.4872 3.2750 5.0919 0.0 -0.1 -0.4
H -0.0178 3.2508 3.3676 0.0 -0.1 0.2
H 0.7423 1.8048 4.1198 -0.1 0.2 0.0
H -2.3952 1.6888 6.3631 0.3 0.0 0.1
H -0.9369 0.6706 6.1531 -0.1 0.3 -0.1
H -0.7674 2.3370 6.7482 -0.3 -0.1 -0.1
H -3.1819 1.6634 4.3321 0.5 0.1 -0.4

19
Properties=species:S:1:pos:R:3:forces:R:3 method="wB97M-V/def2-TZVPD" total_charge=0 relative_energy_kj_mol=455.48 orbital_gap_ev="7.680 / 7.608"
C -0.9758 0.3677 -0.5797 -1.6 1.4 -0.5
C 1.5340 -0.0840 0.9368 -2.7 -2.0 0.8
C 0.2208 -0.2414 -1.1864 2.3 -2.5 0.2
C -0.5963 -1.3692 0.7635 4.3 -1.3 -1.2
C 2.4396 1.0372 -1.0761 3.9 0.6 1.3
C -2.6392 -0.1606 1.2108 -1.7 -2.8 -1.9
N 1.4430 0.1908 -0.3518 0.8 1.4 -1.1
N -1.4708 -0.3790 0.4337 0.4 -0.6 -0.3
O -1.4054 1.4297 -0.9655 -0.6 0.7 -0.1
O 2.0821 0.0228 1.9942 0.0 0.5 -2.1
S 0.0085 -2.0386 -0.8742 -0.3 0.9 0.9
H 0.4393 -0.1070 -2.2717 -0.4 0.6 1.1
H -0.8097 -2.1613 1.4585 -0.4 0.2 0.4
H 2.8316 0.7336 -2.1184 -1.1 -0.4 1.8
H 2.3090 2.1219 -1.1651 -1.4 -0.3 0.1
H 3.4126 1.1255 -0.3597 -2.1 -0.9 -1.6
H -2.8333 -0.9656 1.9282 0.6 0.1 -0.1
H -2.4743 0.7016 1.6864 -0.4 3.6 2.0
H -3.5157 -0.2241 0.5364 0.3 0.8 0.4

17
Properties=species:S:1:pos:R:3:forces:R:3 method="wB97M-V/def2-TZVPD" multiplicity=2 total_charge=+1 relative_energy_kj_mol=931.35 orbital_gap_ev="7.586 / 5.507"
C 0.4848 0.2963 -1.0883 -0.4 -1.9 -0.6
C 1.8572 -0.2311 -0.4897 -1.6 2.6 -3.0
C 2.1845 0.1365 0.8465 0.5 1.7 6.1
N 1.2460 -0.9845 1.8022 -2.2 0.6 -5.6
H -0.4580 -0.2728 -0.7187 1.6 0.7 -0.4
H 0.1246 1.3685 -1.0207 1.2 -0.8 0.4
H 0.5865 0.0451 -2.1838 -0.5 0.4 1.1
H 2.6335 -0.2017 -1.2771 -0.1 -0.6 0.9
H 1.6263 1.0425 1.4250 1.1 -1.7 -1.7
H 1.3414 -1.4701 0.6819 -0.5 0.0 3.1
H 0.1949 -0.7460 1.5805 1.4 -1.1 1.6
H -3.7555 0.9119 -1.5660 3.2 -0.4 0.9
H -2.8070 0.1991 -0.3847 0.2 0.5 -1.3
O -2.7517 0.7659 -1.2691 -3.6 0.1 -0.5
H -3.1290 -0.7199 1.3397 -0.2 0.3 -0.4
H 3.1289 -0.0114 1.4578 -0.5 0.4 -1.9
O -2.5076 -0.1282 0.8645 0.4 -0.6 1.4

14
Properties=species:S:1:pos:R:3:forces:R:3 method="wB97M-V/def2-TZVPD" total_charge=-1 relative_energy_kj_mol=135.12 orbital_gap_ev=7.488
C -0.3897 -0.6404 -1.0374 -1.1 -0.3 0.1
C 0.6234 1.0047 0.5646 -0.7 -0.7 -1.9
C -0.3577 -0.2216 0.4002 1.2 2.3 -0.7
N 0.3804 -0.1763 -1.9219 -0.1 0.0 -1.1
O -2.9861 -3.5982 -2.2518 0.3 -1.0 0.1
O -0.6174 -4.3238 -2.7226 0.6 -0.4 -0.1
P -2.0074 -4.7583 -2.3962 -0.9 1.5 0.1
H 1.7341 0.6219 0.4144 -2.4 1.4 0.1
H 0.1713 1.7529 -0.2375 1.8 -1.2 1.6
H 0.4288 1.3965 1.5475 0.5 0.4 0.5
H -1.4057 0.1147 0.6664 1.2 -0.9 0.1
H 0.0825 -1.0526 0.9228 -0.6 -0.5 0.8
H 0.1914 -0.4983 -2.9058 0.0 -0.1 1.5
H -1.2263 -1.3353 -1.1348 0.1 -0.4 -1.1